{"formula": "C8H12FN", "method": "ωB97M-V/def2-TZVPD", "homo_lumo_gap_ev": [7.9, 7.9], "lumo_energy_ev": [-0.106, -0.106], "relative_energy_ev": 3.997, "spin_multiplicity": 1, "e_homo_ha": [-0.2945, -0.2945], "elements": ["C", "H", "H", "H", "N", "C", "H", "H", "C", "H", "C", "H", "H", "H", "C", "C", "H", "F", "C", "H", "C", "H"], "coordinates": [[-0.553035, -0.640677, -0.156033], [-2.199692, 0.070495, -2.037145], [-0.645145, -1.661619, -0.647246], [-1.598281, -0.264466, 0.103442], [0.084779, 1.297371, 1.896239], [-0.178561, 1.892716, 0.838867], [1.197991, -0.262959, -2.349277], [-2.152241, 1.621313, -1.106561], [1.034847, 0.660084, -1.643785], [1.817270, 0.648611, -0.874796], [0.470414, -0.716376, 0.903445], [1.999836, 0.565929, 3.622576], [1.233197, 1.702505, -2.099257], [0.900152, -0.872631, 3.689075], [0.719021, 0.120399, 1.860930], [-1.622557, 0.926994, -1.760999], [2.505304, -0.748512, 2.804272], [-1.020009, 2.987104, 0.780397], [1.596827, -0.300350, 3.037560], [0.933318, -1.642531, 1.011136], [-0.299091, 0.496667, -1.131349], [-1.354690, 1.400741, -2.739751]], "atomic_forces_ev_per_a": [[-1.2, 0.5, -1.1], [-0.6, -0.7, 0.2], [0.0, 1.2, 0.1], [1.1, -1.3, 0.9], [-1.2, 3.3, 1.1], [-1.1, -0.9, -3.0], [0.1, 1.8, 0.7], [0.0, -0.2, -0.3], [2.0, 0.8, -2.2], [-0.5, -0.6, 0.0], [-1.1, -1.8, -0.9], [-1.0, -0.3, -0.4], [-0.6, -1.9, -0.1], [1.0, 0.1, -0.1], [1.9, -0.4, 1.2], [2.4, 1.3, -1.6], [1.1, -1.7, -0.9], [0.8, -0.9, 0.7], [-1.8, 2.3, 1.2], [0.8, -1.6, -0.1], [-1.6, 0.8, 3.6], [-0.5, 0.1, 0.8]], "lowdin_charge": [-0.180, 0.072, 0.143, 0.138, 0.121, -0.118, 0.135, 0.083, -0.100, 0.078, -0.108, 0.087, 0.117, 0.095, -0.398, -0.052, 0.045, -0.012, -0.025, 0.095, -0.312, 0.096]}

***

{"formula": "C16H55FeO12", "method": "ωB97M-V/def2-TZVPD", "homo_lumo_gap_ev": [4.9, 2.4], "lumo_energy_ev": [-9.010, -11.517], "charge": 2, "relative_energy_ev": 1.300, "spin_multiplicity": 6, "s_squared": 8.7703, "e_homo_ha": [-0.5113, -0.5113], "elements": ["H", "H", "H", "H", "H", "H", "H", "O", "C", "C", "H", "H", "C", "H", "O", "H", "H", "O", "H", "H", "H", "H", "H", "H", "H", "C", "Fe", "H", "C", "H", "H", "H", "H", "O", "O", "H", "H", "C", "C", "C", "C", "H", "H", "H", "H", "H", "H", "C", "O", "C", "H", "O", "H", "H", "C", "O", "H", "H", "C", "H", "H", "H", "H", "H", "O", "H", "H", "H", "H", "C", "H", "H", "H", "C", "O", "O", "H", "H", "O", "H", "H", "H", "C", "H"], "coordinates": [[3.253888, -3.967096, 1.340245], [-4.002282, 1.879564, 1.836855], [0.631948, -0.713026, 4.124205], [-4.301962, 0.448584, 1.107255], [-1.635692, 0.509144, -4.487955], [2.276308, -1.229896, -2.063675], [2.156858, 2.347824, 1.392185], [-0.371482, -3.617516, -2.941305], [-4.286562, 0.864604, 2.114625], [-0.476062, -4.625296, 2.941025], [3.148238, 3.770934, -1.266855], [3.061468, -0.440506, 4.426995], [3.618458, -0.234296, -3.354915], [1.576728, -0.929026, -3.693705], [4.371598, -3.114136, -0.175265], [-0.492412, 0.267824, -3.525375], [-0.424862, -2.696746, 1.842375], [-3.853082, 0.393364, -1.564865], [3.681808, 2.123794, 0.637855], [-3.366282, 0.906384, -0.919835], [1.713168, 2.797374, -3.719485], [-4.000192, 3.793084, -0.702125], [0.396148, -0.994196, -0.702095], [-1.283642, -3.721076, -3.212385], [2.387818, 0.211814, 5.860755], [-0.553682, -3.769296, 1.696955], [-3.407232, -1.453076, -2.423685], [-6.108212, -0.927856, 1.968225], [2.414478, 0.361894, 4.781465], [1.016618, 3.657664, -1.560325], [2.427968, -3.536426, -0.222535], [-1.986022, 0.724874, 0.162585], [1.858888, -1.867136, 1.513205], [3.075968, 1.479684, 4.472255], [-0.615182, -5.999056, 2.503855], [2.756648, -2.232366, -3.372175], [-3.433512, 0.431474, 2.636945], [-2.278882, 3.595804, -1.834635], [2.529108, 3.617274, -0.383015], [-3.259422, 4.492894, -1.088945], [1.111178, 0.265904, 4.112535], [0.333868, 2.176714, -3.784465], [4.590708, -3.939916, -0.613065], [1.291008, 0.638884, 3.104245], [-1.507762, -3.933756, 1.196175], [3.943178, 1.323484, 4.091255], [-1.198162, -4.427356, 3.733165], [3.146448, -3.235116, 0.539765], [4.074778, -0.491896, -4.644045], [-1.111802, 0.098024, 0.338415], [0.242568, -4.044846, 1.005465], [0.878028, 2.758164, -3.253395], [4.365278, -0.560416, -2.631035], [0.482558, -4.547816, 3.454005], [2.864068, -1.846386, 1.092165], [-1.346722, 4.267234, -2.597145], [-2.768612, 5.087404, -0.318385], [-1.699092, 2.950464, -1.174715], [2.643878, 2.373144, 0.417365], [2.888488, -1.094816, 0.303075], [-2.868282, 2.931294, -2.466405], [3.548908, -1.636916, 1.913885], [-0.472742, 0.627194, 1.045295], [0.348468, 0.914984, 4.542735], [-5.926462, -0.518536, 2.817355], [-6.360752, 1.345334, 2.180505], [0.004148, 0.399064, -1.540745], [-0.409162, -6.546786, 3.264875], [-1.413702, -0.829106, 0.825645], [-0.472752, -0.386416, -0.954505], [-0.360002, -2.798986, -2.445205], [3.342018, -0.664066, -5.239875], [2.894668, 4.402524, 0.278675], [2.470888, -1.207366, -3.135935], [-0.711092, 0.711354, -4.344935], [-1.362512, -1.090366, -1.830545], [3.422638, 0.826764, -3.200285], [-3.964092, 5.133124, -1.619645], [1.192338, 3.902124, -0.648755], [-4.729702, 0.777774, -1.565165], [2.252288, 1.528564, -0.149585], [-0.587742, 3.720994, -2.814325], [-5.621772, 0.813544, 2.779845], [-5.656902, 1.218964, 3.791035]], "atomic_forces_ev_per_a": [[-0.3, -0.1, 0.0], [0.2, 0.6, 0.5], [0.4, -0.2, -0.2], [-0.4, -0.8, 0.0], [-0.2, 0.2, -0.3], [-0.5, 0.0, 0.2], [-0.2, 0.5, -0.1], [0.1, -0.2, -0.1], [1.5, 1.9, -0.9], [0.4, -1.1, 0.2], [-0.1, -0.9, -0.3], [-0.3, -0.8, 0.0], [-0.4, -1.8, -0.1], [-0.2, -0.1, 0.0], [0.5, 0.3, 0.0], [0.0, -0.6, 0.3], [-0.1, 0.1, 0.5], [-0.7, -0.7, -0.9], [0.3, 0.5, -0.3], [0.7, 0.0, 0.4], [0.4, 0.2, -0.3], [0.2, -0.1, 0.9], [-0.2, -0.7, 0.0], [-0.1, -0.3, -0.2], [-0.4, 0.1, 0.2], [0.0, 0.1, -0.2], [3.7, 1.3, 1.8], [0.0, 0.4, -0.1], [0.9, -3.6, 1.1], [-0.6, -0.2, -1.8], [-0.7, -0.2, 0.5], [0.0, 0.1, 0.1], [-0.1, 0.2, 0.1], [1.3, 4.1, -1.0], [-0.1, 0.8, 0.1], [0.2, 0.2, -0.3], [-0.3, -0.2, 0.3], [-0.5, 0.0, -0.1], [0.4, 2.4, -1.0], [-0.2, -0.5, 0.2], [-1.7, 0.5, -0.5], [-0.7, -0.7, -0.5], [0.0, -0.1, 0.1], [-0.3, -0.3, -0.4], [-0.1, 0.0, 0.0], [-0.1, -0.1, 0.3], [-0.5, 0.4, -0.3], [0.8, 0.6, -0.9], [1.2, 0.6, -0.8], [-0.2, -0.8, -0.3], [0.0, -0.3, 0.0], [0.6, 0.5, 0.9], [0.5, 0.3, -0.2], [0.3, 0.3, -0.2], [-0.6, -0.8, 0.4], [0.4, 1.5, -0.5], [-0.2, -0.2, 0.1], [-0.3, -0.3, 0.8], [0.0, -2.6, 1.1], [0.3, 0.0, 0.0], [-0.2, -0.3, -0.4], [0.1, 0.3, -0.2], [0.3, 0.0, -0.3], [0.1, 0.3, 0.2], [-1.2, -2.5, 1.3], [-0.1, 0.4, 0.0], [-0.2, 0.6, -0.1], [0.0, -0.2, 0.0], [-0.4, 0.2, 0.3], [0.0, 0.5, -0.3], [0.0, 0.4, 0.2], [-0.1, 0.0, 0.0], [-0.2, 0.5, 0.7], [-0.3, 0.6, 1.2], [0.3, 0.4, 0.0], [-2.4, -0.6, -0.6], [-0.4, 0.2, 0.1], [0.8, 0.2, -0.9], [0.5, -0.4, 1.6], [-0.6, 0.2, -0.1], [-0.1, 0.0, -0.2], [-0.1, -0.1, -0.3], [0.2, 0.3, -1.0], [0.2, -0.1, 0.0]], "lowdin_charge": [0.120, 0.070, 0.078, 0.035, 0.049, 0.043, 0.098, -0.033, -0.104, -0.297, 0.154, 0.112, -0.324, 0.064, -0.085, -0.005, 0.043, -0.048, 0.122, 0.036, 0.087, 0.060, 0.101, 0.009, 0.127, -0.089, 1.211, 0.088, -0.404, 0.080, 0.101, 0.031, 0.048, -0.042, -0.081, 0.100, 0.087, -0.343, -0.187, -0.045, -0.088, 0.024, 0.090, 0.047, 0.074, 0.100, 0.111, -0.308, -0.052, -0.050, 0.066, -0.027, 0.118, 0.107, -0.082, -0.019, 0.089, 0.101, 0.000, 0.049, 0.102, 0.080, 0.083, 0.081, -0.056, 0.116, 0.085, 0.083, 0.077, -0.333, -0.022, 0.087, 0.178, -0.079, -0.020, -0.312, 0.090, 0.091, 0.245, 0.102, 0.081, 0.020, -0.331, 0.133]}